Record 1
{
  "formula": "C28H38ClF3NO4Si",
  "method": "ωB97M-V/def2-TZVPD",
  "total_charge": 1,
  "multiplicity": 1,
  "molar_mass_g_mol": 573.15,
  "smiles": "COCCCCCCCCc1c(C(F)(F)CC[Si](C)(C)c2ccccc2)c(C(=O)O)cc(CC(=O)Cl)[n+]1F",
  "gap_ha": 0.1723,
  "symbols": ["C", "O", "C", "C", "C", "C", "C", "C", "C", "C", "C", "C", "C", "F", "F", "C", "C", "Si", "C", "C", "C", "C", "C", "C", "C", "C", "C", "C", "O", "O", "C", "C", "C", "C", "O", "Cl", "N", "F", "H", "H", "H", "H", "H", "H", "H", "H", "H", "H", "H", "H", "H", "H", "H", "H", "H", "H", "H", "H", "H", "H", "H", "H", "H", "H", "H", "H", "H", "H", "H", "H", "H", "H", "H", "H", "H", "H"],
  "coordinates": [[-3.06367, 3.81895, 3.44359], [-4.08440, 3.84713, 2.37919], [-3.47464, 3.83355, 1.03521], [-4.48695, 4.52287, -0.08246], [-3.53304, 5.00542, -1.33271], [-3.30624, 3.80158, -2.45998], [-1.86961, 4.07860, -3.20966], [-0.96047, 2.69526, -2.97422], [-0.18548, 2.71605, -1.52888], [-0.42841, 1.32851, -0.62675], [1.00376, 1.01449, 0.09985], [2.22586, 0.30391, -0.72836], [2.22320, -0.21677, -2.26828], [3.43994, 0.20400, -3.06110], [1.06589, 0.14727, -3.10285], [2.28635, -1.88824, -2.28450], [0.84983, -2.59887, -1.94231], [0.75255, -3.46398, -0.22343], [0.04526, -2.29722, 1.18979], [2.41985, -4.17006, 0.43151], [-0.46729, -4.99945, -0.33546], [-0.59198, -5.87971, 1.07823], [-1.51593, -7.24275, 1.22528], [-2.32795, -7.70037, -0.15993], [-2.22570, -6.80566, -1.56429], [-1.28281, -5.43166, -1.69464], [3.62914, 0.06523, 0.15112], [5.00191, -0.60578, -0.43748], [5.84576, 0.03510, -1.29294], [5.42321, -1.95988, -0.02582], [3.68682, 0.52567, 1.75819], [2.34590, 1.19994, 2.41410], [2.33082, 1.65310, 4.02341], [3.82740, 1.67756, 4.70025], [4.92113, 2.25519, 4.17462], [4.01598, 0.82157, 6.35739], [1.10535, 1.43148, 1.58239], [0.04563, 2.04183, 2.22319], [-1.99555, 4.20769, 3.09063], [-3.40543, 4.56602, 4.30908], [-2.98367, 2.74337, 3.92757], [-2.45566, 4.43647, 0.97152], [-3.27795, 2.73572, 0.66301], [-5.33205, 3.77134, -0.40064], [-4.97646, 5.46388, 0.41927], [-4.03231, 5.90655, -1.91380], [-2.45862, 5.36861, -1.00187], [-3.27346, 2.72791, -1.96775], [-4.17190, 3.80297, -3.24798], [-2.10803, 4.21385, -4.36820], [-1.31926, 5.04954, -2.84363], [-1.58661, 1.71591, -3.11020], [-0.12660, 2.74340, -3.82588], [-0.35508, 3.69910, -0.89692], [0.98317, 2.70279, -1.77294], [-0.79596, 0.48158, -1.35738], [-1.32158, 1.55062, 0.10634], [3.17024, -2.31963, -1.65160], [2.53057, -2.16353, -3.41924], [0.70463, -3.46100, -2.75499], [-0.08792, -1.90430, -2.04001], [-0.99824, -1.84186, 0.91764], [-0.04314, -2.97870, 2.16171], [0.79261, -1.43522, 1.47449], [2.41355, -4.26201, 1.60360], [3.37581, -3.57098, 0.12100], [2.51438, -5.28623, 0.02033], [0.00188, -5.55952, 2.06086], [-1.57108, -7.82865, 2.24234], [-2.98499, -8.69434, -0.10573], [-2.84112, -7.17800, -2.49568], [-1.18376, -4.80961, -2.69042], [6.35794, -2.16103, -0.32504], [4.66711, 0.33210, 2.40494], [1.76352, 2.68110, 4.18748], [1.72397, 0.79018, 4.57681]]
}

---

Record 2
{
  "formula": "C28H38N5O4PtSSb2",
  "method": "ωB97M-V/def2-TZVPD",
  "total_charge": 1,
  "multiplicity": 5,
  "molar_mass_g_mol": 979.31,
  "gap_ha": [0.2760, 0.1958],
  "symbols": ["Pt", "N", "C", "S", "N", "N", "C", "C", "C", "C", "C", "C", "C", "O", "H", "H", "H", "H", "H", "H", "H", "C", "Sb", "C", "C", "C", "C", "C", "C", "C", "C", "C", "Sb", "C", "C", "H", "H", "H", "H", "H", "H", "H", "H", "H", "H", "H", "H", "H", "H", "H", "H", "H", "H", "H", "H", "C", "C", "C", "C", "C", "C", "O", "N", "C", "O", "N", "C", "O", "H", "H", "H", "H", "H", "H", "H", "H", "H", "H", "H"],
  "coordinates": [[1.85061, 1.94498, 0.70949], [-0.77219, 4.89710, -1.20754], [-0.09930, 4.05914, -0.40620], [1.50913, 3.63659, -0.84817], [-0.76083, 3.65362, 0.68294], [0.00712, 2.90692, 1.45562], [-0.45011, 2.68299, 2.67123], [0.40292, 2.32155, 3.73234], [-0.17078, 1.98182, 4.98250], [0.60855, 1.74766, 6.06957], [2.03573, 1.87047, 5.98311], [2.64113, 2.24253, 4.83175], [1.86419, 2.49120, 3.64919], [2.44619, 2.90215, 2.60721], [-0.27651, 5.39874, -1.92232], [-1.65011, 5.26598, -0.87855], [-1.49088, 2.92349, 2.87369], [-1.24963, 1.89595, 5.05500], [0.15281, 1.46017, 7.00864], [2.63618, 1.67308, 6.86337], [3.71405, 2.36161, 4.74862], [-0.78244, -3.25035, -1.29735], [-0.48250, -1.15453, -1.57556], [1.61999, -1.24190, -1.94576], [-0.74950, -1.63580, -4.07709], [-2.09934, -1.35330, -4.36544], [-3.09900, -2.35210, -4.12753], [-4.42316, -2.07931, -4.27736], [-4.81986, -0.78288, -4.67149], [-3.87962, 0.19447, -4.93793], [-2.51118, -0.05490, -4.82788], [-1.52743, 1.00208, -5.14113], [-0.60685, 1.83764, -3.31058], [-0.51079, 3.80882, -4.12647], [-2.46640, 2.04703, -2.26039], [-1.64200, -3.58703, -1.87482], [-0.98096, -3.41106, -0.23947], [0.10652, -3.80276, -1.60147], [1.80937, -1.71176, -2.91011], [2.08968, -1.83511, -1.15942], [2.03752, -0.23749, -1.94275], [-0.46938, -2.68239, -3.96640], [0.02881, -0.98495, -4.46258], [-2.77796, -3.34481, -3.83413], [-5.16570, -2.84767, -4.10408], [-5.87309, -0.55722, -4.78368], [-4.20224, 1.17827, -5.25914], [-1.99036, 1.85408, -5.63753], [-0.67935, 0.64512, -5.72860], [-1.51722, 4.19905, -4.27076], [0.00616, 3.76696, -5.08638], [0.05219, 4.46361, -3.46055], [-2.92883, 3.00847, -2.48701], [-2.29653, 1.96697, -1.18880], [-3.13759, 1.24086, -2.56395], [3.06362, -3.74147, 0.94516], [1.71865, -3.70147, 1.67163], [1.40453, -2.39943, 2.45048], [0.15630, -2.62796, 3.31485], [-0.27335, -1.40077, 4.11296], [2.59793, -2.12103, 3.34370], [2.83721, -2.75505, 4.34090], [3.47211, -1.14180, 2.89576], [3.15821, -0.20871, 1.94089], [3.94231, 0.68235, 1.63876], [1.90717, -0.20704, 1.34426], [1.11189, -1.27685, 1.45186], [0.08151, -1.39999, 0.77087], [3.11522, -4.61286, 0.29093], [3.89758, -3.81338, 1.64599], [3.23081, -2.85517, 0.32459], [1.67499, -4.51125, 2.39876], [0.89771, -3.84738, 0.96877], [0.38344, -3.45486, 3.98645], [-0.64285, -2.94367, 2.64536], [0.54685, -1.03048, 4.73534], [-1.10482, -1.63991, 4.77891], [-0.60054, -0.58801, 3.45415], [4.34432, -1.02762, 3.39082]]
}

---

Record 3
{
  "formula": "C28H38N6OS4Sn",
  "method": "ωB97M-V/def2-TZVPD",
  "multiplicity": 1,
  "molar_mass_g_mol": 721.63,
  "gap_ha": 0.2646,
  "symbols": ["Sn", "C", "N", "C", "C", "N", "C", "C", "C", "C", "C", "C", "C", "S", "C", "C", "C", "C", "C", "C", "S", "H", "H", "H", "H", "H", "H", "H", "H", "H", "H", "H", "H", "H", "H", "H", "H", "H", "H", "C", "C", "N", "N", "C", "N", "S", "C", "C", "C", "C", "C", "N", "H", "H", "H", "H", "H", "H", "H", "H", "H", "H", "C", "C", "S", "O", "C", "C", "H", "H", "H", "H", "H", "H", "H", "H", "H", "H"],
  "coordinates": [[0.06646, -0.34443, -0.15009], [-2.34128, -1.97617, 2.05045], [-1.16405, -2.46196, 1.34135], [-1.50550, -3.35492, 0.22788], [-2.19578, -2.60082, -0.90039], [-1.28362, -1.76766, -1.70287], [-2.08691, -0.82383, -2.50407], [-0.36584, -2.49005, -2.56623], [-0.63323, -3.77560, -3.01449], [0.25187, -4.43675, -3.85498], [1.41311, -3.80278, -4.26219], [1.68561, -2.51731, -3.82165], [0.81169, -1.84273, -2.97386], [1.21677, -0.20338, -2.44614], [-0.14546, -2.98872, 2.20016], [-0.44931, -3.52218, 3.44805], [0.54982, -3.98543, 4.29279], [1.87269, -3.92174, 3.88543], [2.18432, -3.40011, 2.63956], [1.19286, -2.93209, 1.77717], [1.64898, -2.34472, 0.18222], [-3.02275, -2.78711, 2.34682], [-2.02663, -1.43424, 2.93985], [-2.88866, -1.26981, 1.43257], [-0.58457, -3.80093, -0.14870], [-2.15968, -4.16674, 0.57886], [-2.75260, -3.29649, -1.53613], [-2.93793, -1.91957, -0.48536], [-2.77982, -1.36487, -3.15807], [-2.65531, -0.17619, -1.83228], [-1.42322, -0.21052, -3.10945], [-1.52803, -4.29228, -2.69697], [0.02793, -5.44311, -4.18323], [2.11636, -4.31131, -4.90892], [2.60202, -2.02032, -4.11172], [-1.48121, -3.57611, 3.76977], [0.28964, -4.39517, 5.26017], [2.66374, -4.26975, 4.53769], [3.21470, -3.34392, 2.31067], [0.92916, 3.95991, 2.93302], [0.63713, 2.55337, 2.47440], [-0.48608, 2.17840, 2.00718], [-1.42604, 3.15410, 1.91652], [-2.59643, 2.97037, 1.25591], [-3.24230, 4.14351, 1.02321], [-3.23785, 1.52134, 0.77086], [1.77654, 1.58826, 2.49642], [2.52169, 1.42571, 3.65902], [3.65286, 0.62748, 3.62799], [4.03322, 0.05892, 2.42371], [3.22872, 0.26976, 1.31532], [2.10838, 0.99070, 1.35125], [0.95464, 4.62953, 2.06592], [1.89802, 4.02318, 3.42117], [0.16688, 4.32053, 3.62767], [-1.10402, 4.10944, 1.97976], [-2.72626, 5.00805, 0.99107], [-4.06402, 4.07819, 0.44893], [2.20912, 1.90977, 4.57548], [4.22850, 0.46065, 4.52898], [4.92473, -0.54614, 2.33841], [3.47384, -0.17685, 0.35949], [-2.17889, 2.90150, -3.77176], [-1.79057, 3.82630, -2.62914], [-0.46483, 3.15794, -1.60128], [-0.28284, 4.15308, -0.49263], [0.90874, 3.44002, -2.74511], [2.22127, 3.25883, -1.99781], [-2.98844, 3.34394, -4.35165], [-2.52431, 1.94030, -3.39048], [-1.34475, 2.71843, -4.44914], [-2.61195, 3.95720, -1.92262], [-1.45964, 4.81072, -2.96578], [0.79986, 4.45201, -3.14083], [0.80239, 2.70448, -3.54460], [2.24128, 3.89393, -1.11282], [3.05582, 3.53321, -2.64283], [2.35921, 2.22172, -1.68688]]
}